133
Properties=species:S:1:pos:R:3:forces:R:3:mulliken_charge:R:1 method="wB97M-V/def2-TZVPD" homo_lumo_gap_ev=9.43 smiles="CCOCCOCN(S)C(=O)OS(=O)(=O)F.O=S1(=O)CCCC1.O=S1(=O)CCCC1.O=S1(=O)CCCC1.O=S1(=O)CCCC1.O=S1(=O)CCCC1.O=S1(=O)CCCC1.O=S1(=O)CCCC1" lumo_ev=0.06 e_tot_ha=-6579.30064
H 3.781807 1.908861 -0.901005 0.0 0.0 0.0 0.371
H -4.095385 -0.251492 -3.054471 0.1 0.0 0.0 0.254
H -2.498146 -2.672844 -9.445088 0.0 0.0 0.0 0.286
O 1.250496 -0.638704 7.085393 0.1 -0.1 0.0 -0.717
H 3.145306 0.339128 -0.428455 0.0 0.0 0.0 0.293
H -2.306318 -2.450430 5.548621 0.0 0.0 0.0 0.291
C -1.977884 6.968572 -4.631755 0.1 0.2 0.2 -0.738
S 6.400267 -2.096692 9.416540 -0.1 -0.1 -0.1 1.156
H -1.318628 -0.732166 -7.630287 -0.1 0.0 0.1 0.399
O 1.577348 -1.303028 -3.291942 0.2 -0.1 -0.1 -0.705
C 4.710092 0.204383 -1.910938 -0.1 0.1 -0.1 -0.542
O -3.856250 2.659430 0.778610 0.1 -0.1 0.3 -0.563
H -7.078193 3.209364 3.009039 0.0 0.0 0.0 0.335
H -0.534811 -1.293516 -3.418606 -0.2 0.1 -0.2 0.448
H -3.274450 -1.217314 7.453676 0.0 0.0 0.0 0.374
S -7.439158 6.328426 3.117292 0.0 -0.1 0.0 1.158
H -0.195377 5.770009 -1.980522 0.0 0.0 0.0 0.356
H -5.589961 3.416619 2.094127 0.0 0.0 0.0 -0.394
O -1.464540 0.482040 -3.118641 -0.2 0.0 -0.1 -0.191
H -6.067712 4.856712 4.387991 0.0 0.1 0.0 0.383
C 9.115178 -4.610447 -1.141676 -0.1 0.0 0.0 -0.575
H -0.266115 -1.672574 4.440160 0.1 0.0 0.0 0.399
O -3.386816 -1.898560 -6.544512 0.0 0.0 0.2 -0.699
O 3.022061 0.127328 -4.751723 -0.1 -0.1 -0.1 -0.755
H 8.979942 -2.549756 -0.393368 -0.1 0.1 0.0 0.347
H -1.284390 6.912611 -5.469984 0.0 0.0 0.0 0.332
H 9.586713 -2.682314 -2.062516 -0.1 0.0 -0.1 0.373
H 2.508545 1.932516 -2.940453 0.0 0.0 -0.1 0.378
H -2.762827 -0.871991 4.908577 0.0 0.0 0.0 0.165
C -0.579735 5.809696 -2.998479 0.0 0.1 -0.1 -0.767
C -1.154427 -1.430250 7.895436 -0.3 0.1 0.0 -0.757
H -8.803054 6.093382 1.182941 0.0 0.1 0.1 0.418
O 6.406181 -2.305003 -0.957235 -0.1 0.2 -0.1 -0.690
H 6.339014 -4.932486 -1.158739 0.0 0.1 0.0 0.388
S 2.668587 -0.368580 -3.444416 0.0 0.1 0.2 1.293
H 0.322016 -3.180237 -8.378283 0.0 0.0 0.0 0.312
C -0.639263 -1.107449 5.290648 -0.2 0.0 -0.2 -0.741
N -3.585171 -1.754555 0.874939 0.7 0.2 -0.3 0.052
H 6.015834 -4.285064 8.626378 0.0 0.0 0.0 0.347
C -1.713133 -1.429749 -1.669097 0.2 -0.2 0.1 0.053
H 6.220244 -4.829019 -2.937552 0.0 0.1 0.0 0.414
S -2.865445 1.769527 1.251867 0.0 0.1 -0.5 1.191
H -2.214243 4.519915 -2.332120 -0.1 0.0 0.0 0.327
C -2.317002 -0.889955 7.051842 0.0 0.0 -0.1 -0.767
H 5.723374 -4.162299 10.383193 0.1 0.1 0.0 0.411
O -2.601145 4.629488 -5.701655 -0.2 -0.1 0.0 -0.681
O -1.658386 1.555684 0.550151 -0.1 0.0 0.1 -0.477
C -6.122177 5.121073 3.335146 0.1 -0.3 0.0 -0.713
H 10.164380 -4.873543 -1.263010 0.0 0.0 0.0 0.320
H -0.865046 -0.751120 8.693033 0.1 -0.1 0.0 0.391
H 5.713335 -0.827698 7.526185 0.1 0.0 0.1 0.372
O -2.971592 -2.088535 -1.428599 0.0 0.3 0.0 -0.363
H -1.605960 -4.768354 -7.394105 0.0 0.0 0.1 0.329
H -4.852987 -1.643990 -0.827921 0.1 -0.3 0.0 0.324
H -7.785023 3.668505 0.702375 0.0 0.0 0.0 0.384
O -6.888851 7.504047 2.492906 0.0 0.1 0.0 -0.652
H 3.637399 -2.924904 10.000111 0.0 0.0 0.0 0.308
C -1.242745 7.159257 -3.307699 0.0 -0.1 0.0 -0.640
C -1.517580 -0.948455 -3.102378 0.6 0.2 0.4 -0.255
C -3.928848 0.813923 -3.211976 -0.2 0.1 -0.2 -1.060
C -1.632140 4.718084 -3.230725 0.3 0.1 0.2 -0.351
H 3.177571 -1.840142 7.837258 0.0 0.0 0.0 -0.181
C 5.196177 -1.246665 8.385143 -0.2 0.0 -0.2 -0.729
C 6.859193 -4.655081 -2.074868 0.1 -0.2 -0.1 -0.783
C -1.736399 -3.329583 -9.019941 0.0 0.1 0.0 -0.563
O 7.656329 -2.205151 8.718017 0.1 0.0 0.1 -0.674
H 3.804175 -1.781962 -1.950201 0.0 0.0 0.1 0.357
S 0.234992 -1.612524 6.766014 -0.2 0.2 -0.1 1.333
H -9.127945 4.841158 2.413192 0.0 0.0 0.0 0.350
H 3.553673 -4.231817 8.818122 0.0 0.0 0.0 0.366
H -3.285213 -4.309876 -7.794676 0.0 0.0 0.1 0.418
H 4.785728 -1.436816 -3.395432 0.0 0.1 0.0 0.382
H -1.598329 -0.559888 -1.016635 -0.1 0.0 0.0 0.010
C -3.816714 -1.415791 -0.582658 -0.6 0.2 0.0 -0.366
S -3.082948 -3.352099 1.215428 -0.4 -0.3 0.1 -0.152
C 4.114589 -3.346275 9.112588 0.0 0.1 0.0 -0.646
H -2.377679 2.187824 -3.614116 0.1 0.0 -0.1 -0.890
H 1.408080 0.964639 -1.930781 -0.1 0.0 -0.1 0.080
H -1.370689 -2.414707 8.305249 0.1 0.0 0.0 0.405
C -2.256511 -3.962996 -7.733428 0.0 0.0 -0.3 -0.836
H -1.955689 7.413140 -2.520648 0.0 0.0 0.0 0.296
H -6.671655 5.030352 0.587617 0.0 0.0 0.0 0.305
H -0.173047 -1.852943 -9.419208 0.0 0.0 0.0 0.343
H -5.193018 5.595097 3.024645 0.0 0.1 0.0 0.375
H -0.512446 7.964313 -3.371660 0.0 0.0 0.0 0.393
C 2.412992 1.028209 -2.342702 0.0 0.1 0.3 -0.307
H -0.452688 -0.043938 5.145555 0.1 0.0 0.0 0.363
C 4.150589 -2.297837 7.992991 0.0 -0.1 0.0 -0.059
H 5.201882 0.865797 -2.628411 0.0 0.0 0.0 0.272
F -2.502693 2.192433 2.693054 0.0 0.0 0.2 -0.197
H 8.635630 -5.198963 -3.171097 0.0 0.0 0.0 0.303
O -1.622713 -3.168083 -5.290662 -0.2 -0.1 0.1 -0.654
O -1.785400 -0.878056 2.041428 0.7 0.1 0.8 -0.361
C 4.134351 -1.005688 -2.639206 0.0 0.1 0.0 -0.816
C -0.883904 -1.695300 -7.370178 0.2 0.0 -0.2 -0.466
C 8.904091 -3.101917 -1.326165 0.2 -0.2 0.0 -0.777
H -4.668150 1.135339 -3.949024 0.0 0.0 0.1 0.505
C -0.504186 -2.507303 -8.614708 -0.1 0.0 0.0 -0.720
H -2.309275 0.201482 7.070539 0.0 0.0 0.0 0.293
S -2.154333 -2.646638 -6.523012 0.3 -0.1 -0.2 1.277
C 3.509837 0.923142 -1.275907 0.0 0.0 0.0 -0.801
C -2.543898 1.125793 -3.765696 -0.4 0.2 0.1 0.846
O -8.212227 6.430642 4.328089 0.0 0.1 0.0 -0.671
H -0.922383 -2.131025 -1.390852 -0.1 -0.1 -0.1 0.339
H 4.441692 -2.776890 7.055968 0.0 0.0 0.0 0.337
H -1.194572 3.796845 -3.601443 0.0 0.0 -0.1 0.210
H 8.155915 -6.394942 -1.967190 0.0 0.0 0.0 0.346
H 0.263920 5.657177 -3.674283 0.0 0.0 0.0 0.301
H -1.863273 -3.350753 0.651629 0.0 0.1 -0.1 0.124
S 7.235822 -2.908100 -1.969421 0.2 -0.4 0.2 1.336
H 4.763262 -0.446134 8.981573 0.1 0.0 0.1 0.377
C 8.225433 -5.327233 -2.167393 0.1 0.1 0.0 -0.596
O -3.598608 0.404069 1.568993 0.0 0.4 -0.3 -0.176
C 5.570513 -3.684172 9.418612 -0.2 -0.1 0.0 -0.718
H -1.492333 -4.086307 -9.763921 0.0 0.0 0.0 0.351
O 6.344970 -1.547286 10.747843 0.1 0.0 0.0 -0.655
H -2.550004 0.961829 -4.849439 0.2 -0.3 0.0 0.294
C -2.104565 -1.379203 5.611907 0.0 0.0 0.1 -0.376
H -0.048104 -1.553509 -6.688622 -0.1 0.0 0.1 0.210
H -2.741635 7.718116 -4.823673 -0.1 -0.1 0.0 0.412
C -7.313882 4.469474 1.269595 0.1 0.0 0.1 -0.628
C -8.353145 5.399398 1.888631 0.0 -0.2 -0.2 -0.756
C -6.483210 3.928352 2.440998 -0.1 0.0 0.0 0.168
O 7.299739 -2.365737 -3.302676 -0.1 0.2 0.0 -0.696
O -4.058314 5.542991 -3.874515 -0.1 -0.1 -0.1 -0.655
S -2.760491 5.365195 -4.473893 0.2 0.1 0.0 1.214
H -4.135539 1.366870 -2.292487 0.1 -0.1 0.1 0.101
H 5.442104 -0.094239 -1.168683 0.0 -0.1 0.0 0.393
H 8.817936 -4.903917 -0.133415 0.0 0.0 0.0 0.298
H -3.694790 -0.335348 -0.677227 0.0 0.0 0.1 0.129
H -2.258970 -1.353859 -3.779593 -0.2 0.0 0.0 0.094
O 0.565331 -3.011646 6.659892 0.2 0.0 0.1 -0.701
C -2.842161 -0.796838 1.531928 -0.5 -0.4 -0.3 0.355